1.
ORCA calculation (ωB97M-V/def2-TZVPD) on a cluster of 12 separate species, C45H135N9O39P12 in total.

The geometry in XYZ format:
```
240
Properties=species:S:1:pos:R:3:lowdin_charge:R:1
C 15.0253 27.9647 17.4838 -0.13
N 14.4458 27.0487 16.4676 -0.30
C 13.0741 27.4452 16.1221 -0.12
P 14.8734 25.3867 16.3944 0.60
O 14.4356 24.7169 15.1401 -0.31
N 16.5317 25.2006 16.8078 -0.28
C 17.0995 23.9015 17.3034 -0.08
C 17.4838 26.0918 16.0964 -0.10
N 14.0078 24.7243 17.6986 -0.30
C 14.3122 25.0193 19.0582 -0.13
C 12.6873 24.1281 17.5508 -0.12
H 15.4379 28.8236 16.9545 0.07
H 15.8469 27.4971 18.0263 0.07
H 14.2781 28.4296 18.1269 0.08
H 12.2924 27.2729 16.8619 0.08
H 12.7344 26.8479 15.2759 0.07
H 13.0501 28.5011 15.8527 0.08
H 16.6585 23.5381 18.2317 0.05
H 16.9418 23.1675 16.5131 0.06
H 18.1426 24.0799 17.5644 0.09
H 17.8690 25.5685 15.2212 0.05
H 17.0122 27.0349 15.8204 0.07
H 18.3798 26.2138 16.7051 0.08
H 14.0035 26.0240 19.3468 0.08
H 13.8839 24.2745 19.7289 0.09
H 15.3697 24.8501 19.2610 0.06
H 11.9520 24.8355 17.9342 0.09
H 12.6469 23.2203 18.1527 0.07
H 12.3730 23.8145 16.5554 0.05
C 13.1929 14.1915 14.9196 -0.07
N 11.8719 14.9395 14.9103 -0.29
C 11.1289 14.8966 16.1433 -0.13
P 11.2070 15.8086 13.5621 0.68
O 10.0130 16.6100 13.9148 -0.29
N 12.5353 16.8909 13.1851 -0.28
C 12.5994 17.7206 11.9878 -0.12
C 13.2617 17.5279 14.2915 -0.13
N 11.0218 14.6192 12.2740 -0.31
C 12.2216 13.9588 11.7837 -0.14
C 9.8443 13.7820 12.1458 -0.12
H 13.8786 14.7293 14.2649 0.04
H 13.1007 13.2151 14.4440 0.06
H 13.5697 14.1372 15.9410 0.08
H 10.8315 13.8771 16.3889 0.08
H 10.2956 15.5981 16.1849 0.08
H 11.8560 15.0517 16.9404 0.05
H 13.6419 17.8343 11.6903 0.07
H 12.1464 17.2845 11.0975 0.08
H 12.0987 18.6803 12.1156 0.07
H 12.5757 18.1842 14.8269 0.05
H 13.6173 16.7894 15.0099 0.06
H 14.0841 18.2077 14.0687 0.06
H 13.1416 14.5233 11.9354 0.06
H 12.3313 13.0061 12.3018 0.07
H 12.1394 13.8824 10.6994 0.09
H 9.9935 13.0269 11.3740 0.08
H 8.9759 14.4000 11.9173 0.08
H 9.6064 13.2851 13.0863 0.08
C 18.8952 20.4170 15.9289 -0.11
N 17.9988 19.2622 15.8483 -0.28
C 18.7092 17.9584 15.5893 -0.08
P 16.4068 19.2982 16.3810 0.61
O 15.7348 17.9573 16.1145 -0.32
N 16.6193 19.5106 18.0852 -0.27
C 16.8321 20.7880 18.7751 -0.10
C 17.0060 18.3394 18.8801 -0.10
N 15.7898 20.6890 15.6521 -0.28
C 14.4158 21.1142 16.0198 -0.08
C 16.1265 21.0750 14.2726 -0.09
H 18.3335 21.2671 16.3160 0.05
H 19.3233 20.6681 14.9585 0.07
H 19.7057 20.2876 16.6462 0.07
H 18.0704 17.0857 15.4536 0.05
H 19.4241 17.7528 16.3860 0.07
H 19.3722 18.0440 14.7283 0.06
H 17.7894 21.2162 18.4779 0.06
H 15.9789 21.4586 18.6730 0.06
H 16.8911 20.5292 19.8323 0.07
H 17.6395 17.6432 18.3304 0.06
H 17.5082 18.5319 19.8282 0.06
H 16.0929 17.7916 19.1129 0.07
H 13.6745 20.5896 15.4169 0.07
H 14.2176 20.8088 17.0472 0.06
H 14.2082 22.1804 15.9297 0.06
H 17.0502 20.6489 13.8810 0.05
H 16.0626 22.1552 14.1414 0.09
H 15.4089 20.5528 13.6397 0.08
C 22.9462 18.2907 11.4521 -0.08
O 22.9397 17.0055 12.0700 -0.21
P 22.8906 16.8064 13.6427 0.50
O 21.8965 17.7397 14.2802 -0.25
O 22.5896 15.2034 13.7636 -0.22
C 22.5200 14.5569 15.0093 -0.11
O 24.4053 16.9834 14.2744 -0.21
C 24.5911 17.2314 15.6200 -0.15
H 22.6168 19.1094 12.0918 0.08
H 22.2947 18.3062 10.5784 0.08
H 23.9000 18.5771 11.0090 0.09
H 21.8180 13.7233 15.0315 0.09
H 22.2339 15.3298 15.7226 0.07
H 23.4759 14.1365 15.3218 0.10
H 25.3406 16.5518 16.0257 0.10
H 23.6949 16.8648 16.1205 0.06
H 24.7654 18.2530 15.9575 0.08
C 20.0907 17.6500 24.2606 -0.09
O 19.0322 17.8773 23.3197 -0.22
P 18.1607 19.2391 23.3731 0.43
O 17.5240 19.4604 24.6473 -0.21
O 19.2312 20.3701 22.8845 -0.22
C 18.8434 21.7156 22.8124 -0.14
O 17.1707 19.1702 22.0684 -0.26
C 15.9661 18.4092 22.1385 -0.10
H 20.2369 18.5494 24.8588 0.08
H 20.9996 17.4179 23.7055 0.08
H 19.8103 16.8632 24.9608 0.09
H 19.5303 22.3085 23.4163 0.09
H 17.8344 21.9907 23.1194 0.09
H 18.7511 22.0634 21.7835 0.08
H 15.5191 18.3936 23.1326 0.09
H 16.2149 17.4152 21.7667 0.10
H 15.2097 18.9716 21.5911 0.08
C 18.8419 13.8705 14.6827 -0.11
O 19.1589 12.9224 13.6628 -0.23
P 18.1620 11.6375 13.2332 0.53
O 17.9090 10.6532 14.2986 -0.23
O 16.8562 12.3398 12.5791 -0.23
C 15.8777 11.5487 11.9699 -0.11
O 18.9048 11.1218 11.8553 -0.21
C 20.1453 10.5337 11.8415 -0.15
H 19.3148 14.8294 14.4705 0.08
H 19.1795 13.5835 15.6786 0.07
H 17.7670 13.9914 14.8164 0.07
H 16.2911 10.6541 11.5042 0.09
H 15.5185 12.1697 11.1492 0.09
H 14.9623 11.3993 12.5424 0.09
H 20.0920 9.6079 11.2687 0.09
H 20.5329 10.2051 12.8058 0.09
H 20.9093 11.1971 11.4363 0.09
C 9.2531 21.8231 17.4504 -0.14
O 8.6824 21.7703 16.2003 -0.20
P 9.6708 21.8657 14.8897 0.52
O 8.9332 21.7849 13.6336 -0.22
O 10.5420 23.2058 15.1382 -0.22
C 11.0593 23.8352 14.0126 -0.14
O 10.7141 20.5669 15.0753 -0.24
C 10.2707 19.2953 14.7636 -0.18
H 10.0621 22.5480 17.5396 0.07
H 9.6115 20.8516 17.7909 0.07
H 8.4469 22.2335 18.0584 0.10
H 10.9507 23.3150 13.0610 0.09
H 12.1254 24.0008 14.1680 0.07
H 10.6478 24.8097 13.7497 0.09
H 10.2888 18.6105 15.6114 0.08
H 10.9213 18.9723 13.9508 0.06
H 9.2606 19.2102 14.3631 0.09
C 13.3376 15.4127 19.5569 -0.15
O 12.5155 16.3445 18.9774 -0.24
P 11.7413 17.3857 19.9973 0.50
O 12.7150 17.9835 20.9423 -0.24
O 11.0107 18.5400 19.0865 -0.20
C 11.8141 19.4584 18.4036 -0.14
O 10.6142 16.4969 20.7161 -0.19
C 9.6453 15.7709 19.9953 -0.11
H 14.2990 15.5180 19.0542 0.06
H 12.9941 14.4740 19.1224 0.09
H 13.5891 15.3469 20.6154 0.10
H 12.8178 19.0463 18.2995 0.08
H 11.8302 20.4606 18.8320 0.09
H 11.5202 19.6078 17.3647 0.06
H 9.6764 14.7437 20.3586 0.10
H 9.7811 15.7465 18.9140 0.08
H 8.6292 16.1515 20.0991 0.09
C 24.1527 19.1315 18.5400 -0.08
O 23.8237 18.2310 19.6867 -0.23
P 22.3707 17.4175 19.7788 0.52
O 21.8897 17.1706 21.1544 -0.23
O 21.3240 18.3007 18.8842 -0.25
C 20.7240 19.4248 19.5031 -0.11
O 22.7129 16.0965 18.8355 -0.24
C 22.0566 14.8531 19.1662 -0.09
H 25.0252 18.7119 18.0394 0.07
H 24.4093 20.1435 18.8532 0.08
H 23.3956 19.3256 17.7801 0.08
H 19.9641 19.1486 20.2340 0.09
H 20.4047 20.0884 18.6995 0.07
H 21.4707 20.1030 19.9161 0.09
H 22.8303 14.0919 19.2665 0.09
H 21.4321 14.6306 18.3010 0.08
H 21.5106 14.7606 20.1051 0.09
C 16.4711 15.8615 12.8037 -0.10
O 16.3177 15.2724 11.5110 -0.22
P 17.6122 15.3475 10.5233 0.52
O 17.3586 14.5486 9.2789 -0.26
O 17.8110 16.9605 10.3667 -0.24
C 18.4838 17.5127 9.2134 -0.10
O 18.9552 14.9235 11.4128 -0.25
C 20.2729 15.1420 10.9946 -0.10
H 15.8218 15.2900 13.4670 0.08
H 16.0881 16.8804 12.7469 0.08
H 17.5057 15.9364 13.1383 0.07
H 18.5835 16.8958 8.3203 0.09
H 19.4840 17.8795 9.4436 0.07
H 17.8260 18.3457 8.9653 0.09
H 20.7267 15.6974 11.8154 0.07
H 20.3900 15.7657 10.1084 0.08
H 20.8101 14.1937 11.0095 0.10
C 19.4887 23.6075 14.3196 -0.11
O 20.4195 23.0577 13.4180 -0.20
P 19.9425 22.4736 12.0082 0.47
O 20.9426 21.7432 11.2264 -0.23
O 18.6118 21.5971 12.3053 -0.23
C 18.2190 20.6446 11.3672 -0.14
O 19.4524 23.8465 11.2245 -0.23
C 20.3326 24.7140 10.6276 -0.15
H 18.4800 23.7075 13.9190 0.09
H 19.8494 24.5554 14.7192 0.09
H 19.4546 22.8309 15.0836 0.06
H 18.4103 19.6557 11.7837 0.10
H 18.6993 20.5841 10.3905 0.08
H 17.1949 20.8117 11.0334 0.10
H 19.8434 25.1507 9.7570 0.10
H 21.2302 24.2232 10.2516 0.08
H 20.7585 25.4066 11.3535 0.09
C 16.4013 11.4576 20.9326 -0.15
O 16.6538 11.8119 19.6106 -0.23
P 17.9013 12.8419 19.2145 0.57
O 18.1430 13.8662 20.2966 -0.26
O 19.1728 11.8500 18.9106 -0.22
C 19.0418 10.8632 17.9876 -0.17
O 17.5566 13.5063 17.7331 -0.26
C 16.8894 14.7542 17.5988 -0.09
H 16.6275 10.4157 21.1592 0.09
H 15.3555 11.6195 21.1939 0.09
H 16.9466 11.9844 21.7156 0.08
H 19.2225 9.9248 18.5118 0.10
H 19.8165 11.0408 17.2417 0.09
H 18.1470 10.8800 17.3655 0.09
H 17.7387 15.4375 17.5965 0.08
H 16.2651 14.9470 18.4713 0.07
H 16.3521 14.7281 16.6508 0.09
```

## Properties
E_tot ... -253602.992 eV
Multiplicity ... 1
ΔE to the lowest compared entry with this formula, charge and spin ... 1.243 eV
Highest occupied orbital energy ... -8.15 eV
F_max ... 5.00 eV/Å
Gap between HOMO and LUMO ... 8.313 eV

---

2.
ORCA calculation (ωB97M-V/def2-TZVPD) on a structure of composition C45H28N5SeZn.

The geometry in XYZ format:
```
80
Properties=species:S:1:pos:R:3:lowdin_charge:R:1
Zn -0.2491 0.1642 0.1842 0.62
C -3.6529 -4.7874 -4.7658 -0.11
C -2.2978 -4.5056 -4.9382 -0.09
C -1.6567 -3.6652 -4.0444 -0.02
C -2.3926 -3.0843 -2.9794 -0.22
C -3.7386 -3.3243 -2.8962 -0.03
C -4.4044 -4.1948 -3.7717 -0.07
C -1.7229 -2.1234 -2.0299 -0.05
C -1.9332 -0.7562 -2.2637 -0.24
C -2.6915 -0.2194 -3.3362 0.00
C -2.7035 1.1408 -3.1540 -0.01
C -1.8359 1.4311 -2.0861 -0.22
N -1.3552 0.2713 -1.5824 0.07
C -1.4800 2.7529 -1.6377 -0.03
C -0.2833 2.9984 -0.9436 -0.22
C 0.4154 4.2587 -0.7792 -0.04
C 1.5279 4.1052 -0.0435 0.02
C 1.5229 2.6781 0.3167 -0.22
C 2.4094 2.1039 1.2224 -0.10
C 3.6028 2.9111 1.6738 -0.21
C 3.6489 3.7512 2.7759 -0.02
C 4.8364 4.4714 3.0388 -0.07
C 5.9603 4.2475 2.2517 -0.12
C 5.9533 3.4229 1.1523 -0.08
C 4.7429 2.7492 0.8657 -0.02
C 2.3556 0.8311 1.7084 -0.21
N 1.5454 -0.2051 1.2589 0.07
C 1.7896 -1.2981 1.9963 -0.25
C 1.1671 -2.5593 1.8498 -0.05
C 1.5410 -3.7090 2.6840 -0.21
C 2.7939 -4.3480 2.5200 -0.03
C 3.0761 -5.5113 3.1800 -0.10
C 2.1806 -6.0651 4.0778 -0.11
C 0.9722 -5.4408 4.2922 -0.08
C 0.6214 -4.2924 3.5631 -0.02
C 0.2492 -2.8693 0.7806 -0.25
C -0.1709 -4.2098 0.4459 0.00
C -0.9380 -4.0876 -0.6807 0.00
C -0.9585 -2.6889 -0.9875 -0.22
N -0.2663 -1.9767 -0.0342 0.09
C 2.7935 -0.9983 2.9721 -0.01
C 3.1917 0.2799 2.7624 0.00
N 0.4424 2.0685 -0.2267 0.07
C -2.3935 3.8990 -1.6934 -0.15
C -3.3081 4.2502 -2.6914 -0.04
C -4.2395 5.2532 -2.5392 -0.11
C -4.3267 5.9587 -1.3818 -0.10
C -3.3954 5.6696 -0.3854 -0.08
C -2.4810 4.6792 -0.5272 -0.04
H -4.1572 -5.3699 -5.5330 0.10
H -1.7021 -4.9264 -5.7591 0.10
H -0.6022 -3.4233 -4.1319 0.12
H -4.2566 -2.7809 -2.1188 0.13
H -5.4450 -4.3037 -3.7302 0.08
H -3.1365 -0.7314 -4.1608 0.10
H -3.1780 1.8878 -3.7583 0.08
H 0.0119 5.1835 -1.1994 0.12
H 2.3066 4.8160 0.1766 0.11
H 2.7875 3.8962 3.4054 0.12
H 4.8765 5.1581 3.8515 0.09
H 6.8607 4.7361 2.5383 0.08
H 6.7802 3.2148 0.5058 0.09
H 4.7640 2.0382 0.0236 0.13
H 3.5200 -3.9224 1.8792 0.11
H 4.0550 -5.9423 2.9941 0.10
H 2.4593 -6.9775 4.5840 0.09
H 0.2610 -5.8507 4.9799 0.09
H -0.3569 -3.8258 3.7016 0.13
H 0.1571 -5.1456 0.8479 0.10
H -1.3094 -4.9055 -1.2889 0.11
H 3.2757 -1.6918 3.6677 0.11
H 3.9948 0.7224 3.3064 0.10
H -3.2105 3.7097 -3.6398 0.10
H -4.9180 5.4447 -3.3631 0.10
H -5.0324 6.7604 -1.1284 0.11
H -3.4102 6.1959 0.5553 0.10
H -1.8351 4.4679 0.2912 0.11
Se -4.0096 1.0299 3.2050 0.36
C -2.4782 0.6815 2.3708 -0.98
N -1.5369 0.4273 1.7538 0.01
```

## Properties
E_tot ... -168337.824 eV
Multiplicity ... 1
Highest occupied orbital energy (alpha / beta) ... -4.15 / -4.15 eV
F_max ... 2.93 eV/Å
Gap between HOMO and LUMO (alpha / beta) ... 5.348 / 5.354 eV
Net charge ... -1